1.
C10H14Br2F5GdNO as an isolated structure. Source: the OMol25 dataset; level of theory: ωB97M-V/def2-TZVPD.

Multiplicity = 8
Maximum force = 3.7 eV/Å
Frontier orbital gap (spin up / spin down) = 6.0 / 4.6 eV
Net charge = +3
E_tot = -188604.8589 eV
Energy above the lowest of the compared OMol25 structures with the same formula, charge and spin = 229.7 kJ/mol

Cartesian coordinates (Å):
C  1.27  1.67  2.25
C  0.68  1.68  0.75
C  0.89  0.25  -0.02
N  0.70  0.54  -1.44
C  1.32  -0.39  -2.38
F  2.15  -1.36  -1.83
F  0.26  -1.07  -3.06
C  2.10  0.42  -3.54
F  2.39  -0.52  -4.55
F  3.23  1.08  -3.08
F  1.15  1.30  -4.11
C  -0.07  -0.89  0.61
O  -0.13  -2.10  -0.19
C  0.76  -3.13  0.35
C  -1.51  -0.40  1.09
Br  -1.75  0.04  3.03
C  -2.69  -0.26  0.27
C  -4.07  0.26  0.90
Br  -2.63  -0.71  -1.62
H  0.47  2.19  2.93
H  2.25  2.23  2.33
H  1.33  0.59  2.63
H  1.34  2.41  0.16
H  -0.39  2.08  0.65
H  1.96  -0.05  0.26
H  -0.25  0.83  -1.70
H  0.47  -1.23  1.58
H  0.31  -3.60  1.29
H  1.78  -2.66  0.53
H  0.89  -3.91  -0.47
H  -4.37  -0.33  1.83
H  -4.90  0.12  0.12
H  -3.96  1.39  1.13
Gd  -1.00  3.52  3.30

=====

2.
C25H21N5O12RhS as an isolated structure. Source: the OMol25 dataset; level of theory: ωB97M-V/def2-TZVPD.

Multiplicity = 1
Maximum force = 0.2 eV/Å
Frontier orbital gap = 6.7 eV
Net charge = +1
E_tot = -72120.3286 eV
Energy above the lowest of the compared OMol25 structures with the same formula, charge and spin = 12.9 kJ/mol

Cartesian coordinates (Å):
Rh  0.55  1.83  0.54
O  -0.50  5.83  1.94
C  0.08  4.68  1.69
O  0.78  4.42  0.74
C  -0.04  3.69  2.82
C  -0.32  4.01  4.14
C  -0.06  3.06  5.12
C  0.57  1.87  4.77
C  0.80  1.62  3.43
N  0.40  2.49  2.49
C  1.70  0.58  2.82
O  2.21  -0.37  3.57
O  2.02  0.67  1.65
H  -0.45  6.40  1.16
H  -0.71  4.99  4.39
H  -0.27  3.27  6.16
H  0.89  1.18  5.54
H  1.90  -0.35  4.48
O  0.61  0.47  -3.25
C  0.28  1.19  -2.33
O  1.05  1.24  -1.25
C  -0.95  2.02  -2.39
C  -1.60  2.04  -3.63
C  -2.76  2.76  -3.80
C  -3.31  3.49  -2.77
C  -2.66  3.49  -1.56
C  -1.49  2.75  -1.31
O  -1.04  2.76  -0.08
N  -3.25  4.29  -0.48
O  -2.50  4.99  0.18
O  -4.45  4.24  -0.34
N  -3.43  2.75  -5.11
O  -4.43  3.42  -5.22
O  -2.93  2.08  -5.99
H  -1.18  1.47  -4.44
H  -4.23  4.05  -2.91
C  0.69  -3.83  -3.64
C  0.21  -2.72  -2.70
C  1.28  -2.41  -1.67
N  0.87  -1.37  -0.70
C  -0.15  -1.38  0.10
S  -0.77  0.05  0.90
N  -0.90  -2.48  0.38
C  -0.57  -3.87  0.50
O  -1.44  -4.66  0.28
C  0.78  -4.22  0.98
C  1.26  -5.49  0.66
C  2.52  -5.87  1.09
C  3.29  -5.00  1.86
C  2.80  -3.75  2.20
C  1.55  -3.36  1.77
H  -0.05  -4.03  -4.41
H  0.87  -4.75  -3.09
H  1.62  -3.54  -4.14
H  -0.71  -3.04  -2.21
H  -0.01  -1.81  -3.26
H  2.16  -2.00  -2.16
H  1.60  -3.30  -1.14
H  1.29  -0.44  -0.85
H  -1.89  -2.31  0.53
H  0.65  -6.15  0.07
H  2.90  -6.85  0.84
H  4.28  -5.31  2.19
H  3.40  -3.08  2.81
H  1.16  -2.39  2.05

=====

3.
C42H36F12N7O4S2Ti as an isolated structure. Source: the OMol25 dataset; level of theory: ωB97M-V/def2-TZVPD.

Multiplicity = 1
Maximum force = 0.5 eV/Å
Frontier orbital gap = 7.0 eV
Net charge = -1
E_tot = -140160.9881 eV
Energy above the lowest of the compared OMol25 structures with the same formula, charge and spin = 281.7 kJ/mol

Cartesian coordinates (Å):
Ti  -0.34  0.14  -0.49
C  2.33  2.18  -6.42
C  1.74  2.12  -5.02
N  1.45  0.74  -4.67
C  0.89  0.38  -3.47
S  0.02  1.57  -2.59
N  1.09  -0.86  -3.15
N  0.52  -1.30  -1.96
C  0.58  -2.59  -1.87
C  1.12  -3.42  -2.98
C  0.13  -3.25  -0.64
C  -0.35  -4.51  -0.59
C  -0.67  -5.11  0.69
C  -0.90  -4.33  1.75
C  -0.92  -2.84  1.49
N  0.12  -2.49  0.53
H  2.55  3.21  -6.70
H  1.63  1.77  -7.15
H  3.25  1.60  -6.48
H  0.81  2.69  -4.98
H  2.43  2.58  -4.30
H  2.10  0.05  -5.01
H  2.18  -3.18  -3.07
H  0.64  -3.17  -3.92
H  1.03  -4.48  -2.76
H  -0.45  -5.09  -1.50
H  -0.68  -6.19  0.77
H  -1.08  -4.72  2.74
H  -1.88  -2.58  1.02
C  -7.08  -0.28  2.30
C  -5.60  -0.20  2.02
C  -4.66  -0.31  3.03
C  -3.30  -0.25  2.75
C  -2.80  -0.09  1.44
N  -1.45  -0.08  1.18
C  -0.49  -0.49  2.17
C  -0.70  -1.94  2.68
C  0.55  -2.36  3.44
C  2.45  -1.22  3.34
C  3.70  -1.68  4.08
C  2.65  0.09  2.65
C  1.80  0.47  1.71
C  1.68  1.76  0.90
O  0.51  1.70  0.17
C  2.88  1.88  -0.09
F  4.05  1.93  0.58
F  2.92  0.83  -0.90
F  2.81  2.98  -0.84
C  1.63  3.02  1.80
F  1.59  4.15  1.09
F  0.54  3.01  2.58
F  2.70  3.09  2.61
C  -3.77  0.05  0.43
C  -5.13  -0.01  0.73
C  -3.31  0.33  -1.00
O  -2.05  -0.12  -1.24
C  -4.19  -0.39  -2.07
F  -5.40  0.21  -2.23
F  -3.60  -0.40  -3.26
F  -4.43  -1.66  -1.71
C  -3.36  1.87  -1.25
F  -2.35  2.44  -0.56
F  -4.50  2.42  -0.82
F  -3.22  2.20  -2.53
H  -7.28  -0.27  3.37
H  -7.52  -1.19  1.89
H  -7.62  0.56  1.85
H  -4.98  -0.43  4.06
H  -2.62  -0.30  3.58
H  -1.57  -1.97  3.33
H  0.39  -3.29  3.98
H  3.53  -2.64  4.56
H  3.96  -0.95  4.86
H  4.54  -1.78  3.41
H  3.47  0.73  2.96
H  -5.85  0.12  -0.06
C  8.29  -1.43  3.27
C  7.09  -1.81  2.44
C  6.62  -3.12  2.41
C  5.51  -3.47  1.66
C  4.85  -2.51  0.92
C  5.30  -1.19  0.94
C  6.41  -0.85  1.69
S  3.41  -2.92  -0.05
O  3.90  -2.87  -1.41
O  2.97  -4.22  0.45
N  2.39  -1.77  0.16
C  1.35  -1.85  1.09
C  1.75  -2.35  2.49
C  1.18  -1.24  4.32
C  0.38  0.02  4.40
C  -0.37  0.40  3.38
N  0.79  -0.47  1.30
H  8.67  -2.28  3.83
H  8.04  -0.63  3.97
H  9.10  -1.06  2.63
H  7.14  -3.88  2.99
H  5.14  -4.49  1.64
H  4.77  -0.44  0.37
H  6.75  0.18  1.71
H  2.32  -3.27  2.41
H  1.48  -1.59  5.31
H  0.48  0.65  5.28
H  -0.92  1.33  3.37

=====

4.
C35H25ClFN6OSTi as an isolated structure. Source: the OMol25 dataset; level of theory: ωB97M-V/def2-TZVPD.

Multiplicity = 2
Maximum force = 3.4 eV/Å
Frontier orbital gap (spin up / spin down) = 4.0 / 6.1 eV
E_tot = -96880.9867 eV
Energy above the lowest of the compared OMol25 structures with the same formula, charge and spin = 116.8 kJ/mol

Cartesian coordinates (Å):
Ti  0.29  0.28  0.00
N  -2.39  -1.08  -3.11
C  -1.97  -0.55  -1.94
S  -1.68  -1.59  -0.62
N  -1.86  0.77  -1.89
N  -1.23  1.27  -0.83
C  -1.37  2.56  -0.57
C  -2.17  3.44  -1.46
C  -1.74  3.58  -2.78
C  -2.42  4.41  -3.64
C  -3.54  5.10  -3.20
C  -3.98  4.95  -1.90
C  -3.30  4.12  -1.03
C  -0.56  3.07  0.48
C  -0.63  4.41  0.91
C  0.18  4.84  1.93
C  1.08  3.94  2.50
C  1.13  2.65  1.99
N  0.33  2.19  1.02
H  -2.68  -2.05  -3.11
H  -2.77  -0.46  -3.81
H  -0.86  3.05  -3.10
H  -2.08  4.53  -4.66
H  -4.08  5.75  -3.88
H  -4.85  5.48  -1.56
H  -3.64  3.99  -0.01
H  -1.32  5.08  0.42
H  0.13  5.86  2.28
H  1.73  4.23  3.30
H  1.85  1.95  2.40
Cl  6.56  -2.04  -2.34
C  4.91  -1.77  -1.90
C  3.90  -2.22  -2.76
C  2.58  -1.97  -2.44
C  2.23  -1.30  -1.26
O  0.99  -1.02  -0.99
C  3.27  -0.93  -0.35
C  2.94  -0.50  0.96
N  1.69  -0.37  1.37
C  1.32  -0.36  2.68
C  2.15  -0.55  3.80
C  1.61  -0.64  5.08
C  0.24  -0.58  5.29
C  -0.62  -0.36  4.20
C  -2.02  -0.27  4.34
C  -2.78  0.02  3.23
C  -2.16  0.20  2.00
N  -0.85  0.06  1.82
C  -0.08  -0.21  2.90
C  4.61  -1.15  -0.72
H  4.16  -2.74  -3.66
H  1.78  -2.29  -3.10
H  3.78  -0.38  1.66
H  3.21  -0.63  3.68
H  2.27  -0.76  5.92
H  -0.17  -0.70  6.28
H  -2.46  -0.43  5.31
H  -3.85  0.10  3.31
H  -2.75  0.43  1.12
H  5.41  -0.83  -0.06
F  3.85  3.15  -4.26
C  3.06  2.59  -3.31
C  3.36  2.76  -1.98
C  2.54  2.17  -1.02
C  1.40  1.44  -1.37
C  1.14  1.31  -2.74
C  1.95  1.87  -3.71
H  4.23  3.34  -1.69
H  2.80  2.31  0.02
H  0.27  0.74  -3.07
H  1.74  1.76  -4.77